# 1
Molecular formula: C24H23N6O5S3Tc
Method: DFT, wB97M-V/def2-TZVPD

Calculated values
<S²>: 1.007
Frontier orbital gap (spin up / spin down) (hartree): 0.2189 / 0.2408
Energy relative to the best compared isomer or geometry (same formula, charge and spin) (kJ/mol): 0.0
Net charge: +1
LUMO (spin up / spin down) (hartree): -0.18717 / -0.17272
Spin multiplicity: 2
Strongest force on any atom (eV Å⁻¹): 0.5
HOMO (spin up / spin down) (eV): -11.049 / -11.254

Atoms and positions in Å:
Tc -0.278 -1.923 -1.276
C 3.142 -1.115 1.358
C 1.923 -1.758 0.769
N 1.433 -1.313 -0.354
N 2.074 -0.211 -0.907
C 1.822 -0.016 -2.145
S 0.791 -1.090 -3.126
S 2.418 1.345 -3.027
C 3.477 2.192 -1.804
C 2.751 3.179 -0.934
C 2.534 4.475 -1.393
C 1.894 5.409 -0.594
C 1.471 5.060 0.681
C 1.683 3.770 1.146
C 2.315 2.833 0.342
C 1.297 -2.872 1.482
C 2.047 -3.543 2.462
C 1.508 -4.539 3.246
C 0.165 -4.876 3.094
C -0.599 -4.247 2.136
C -0.048 -3.271 1.301
O -0.845 -2.771 0.357
H 3.187 -0.070 1.075
H 4.038 -1.596 0.960
H 3.149 -1.203 2.439
H 4.212 2.700 -2.429
H 3.992 1.427 -1.229
H 2.881 4.760 -2.379
H 1.738 6.415 -0.960
H 0.981 5.791 1.310
H 1.361 3.494 2.142
H 2.484 1.829 0.708
H 3.087 -3.285 2.600
H 2.121 -5.041 3.980
H -0.279 -5.636 3.723
H -1.643 -4.493 1.994
N -2.155 -2.633 -2.158
N -2.268 -4.032 -2.087
C -1.179 -4.806 -2.027
N -1.347 -6.124 -2.061
S 0.396 -4.150 -1.943
H -2.813 -2.141 -1.513
H -2.348 -2.321 -3.107
H -3.194 -4.430 -2.145
H -2.243 -6.558 -2.211
H -0.540 -6.718 -1.974
O -3.185 -0.774 -0.604
C -2.299 0.069 -0.485
O -1.034 -0.178 -0.699
C -2.606 1.472 -0.078
C -3.893 1.775 0.356
C -4.209 3.068 0.734
C -3.222 4.035 0.649
C -1.942 3.762 0.204
C -1.629 2.462 -0.151
N -3.548 5.418 1.054
O -4.681 5.638 1.426
O -2.672 6.252 0.944
H -4.636 0.992 0.393
H -5.193 3.336 1.087
H -1.212 4.554 0.140
H -0.632 2.219 -0.491

***

# 2
Molecular formula: C24H22AlN7O5
Method: DFT, wB97M-V/def2-TZVPD

Calculated values
Frontier orbital gap (hartree): 0.2761
Energy relative to the best compared isomer or geometry (same formula, charge and spin) (kJ/mol): 0.0
Net charge: 0
LUMO (hartree): -0.01858
Spin multiplicity: 1
Strongest force on any atom (eV Å⁻¹): 0.4
HOMO (eV): -8.018

Atoms and positions in Å:
Al -0.033 -0.517 0.933
C -3.470 -3.164 1.530
O -4.183 -2.194 0.763
C -4.041 -0.871 1.094
C -5.192 -0.101 1.066
C -5.163 1.256 1.363
C -3.962 1.843 1.703
C -2.780 1.103 1.696
C -1.538 1.740 2.111
N -0.413 1.218 1.826
N 0.750 1.736 2.376
C 1.577 0.738 2.519
O 1.278 -0.493 2.184
C 2.914 0.987 3.101
C 3.257 2.249 3.583
C 4.515 2.467 4.116
C 5.439 1.430 4.171
C 5.099 0.173 3.692
C 3.838 -0.050 3.158
C -2.794 -0.276 1.370
O -1.693 -1.012 1.296
H -3.985 -4.108 1.363
H -2.431 -3.241 1.226
H -3.506 -2.916 2.594
H -6.120 -0.599 0.815
H -6.076 1.835 1.343
H -3.918 2.893 1.966
H -1.572 2.652 2.705
H 2.526 3.043 3.530
H 4.779 3.447 4.490
H 6.423 1.602 4.588
H 5.817 -0.635 3.734
H 3.557 -1.023 2.781
N -2.365 -0.656 -2.383
N -1.911 -1.854 -2.941
C -1.142 -2.737 -2.291
N -0.809 -3.881 -2.890
N -0.786 -2.330 -1.069
N 0.107 -3.015 -0.376
O 0.537 -4.121 -0.668
O 0.517 -2.422 0.649
H -1.561 -0.048 -2.240
H -2.776 -0.848 -1.473
H -2.268 -2.070 -3.856
H -1.050 -4.050 -3.850
H -0.185 -4.499 -2.392
C 0.682 0.173 -0.746
C 1.086 0.656 -1.784
C 1.560 1.225 -3.013
C 2.429 0.505 -3.837
C 2.880 1.050 -5.027
C 2.471 2.320 -5.413
C 1.610 3.042 -4.599
C 1.157 2.502 -3.406
H 2.750 -0.481 -3.526
H 3.557 0.485 -5.654
H 2.826 2.746 -6.342
H 1.292 4.034 -4.893
H 0.492 3.064 -2.764

***

# 3
Molecular formula: C3H10NO4
Method: DFT, wB97M-V/def2-TZVPD

Calculated values
Frontier orbital gap (hartree): 0.3148
Energy relative to the best compared isomer or geometry (same formula, charge and spin) (kJ/mol): 55.7
Net charge: -1
LUMO (hartree): 0.13735
Spin multiplicity: 1
Strongest force on any atom (eV Å⁻¹): 0.9
HOMO (eV): -4.828

Atoms and positions in Å:
C -0.280 -0.896 0.315
N -1.185 -0.257 -0.633
C -0.859 1.097 -1.080
O 0.367 1.362 -1.084
O -1.836 1.770 -1.429
C -0.480 -0.433 1.778
H -0.417 -1.966 0.148
H 0.720 -0.624 0.044
H -2.143 -0.251 -0.320
H 0.474 -0.201 2.254
H -0.962 -1.135 2.472
H -1.082 0.486 1.741
H 1.520 2.303 1.369
H 1.306 2.486 -0.089
O 1.858 2.851 0.647
H 0.236 -2.034 -2.128
H 1.747 -1.962 -2.039
O 1.017 -2.596 -1.967

***

# 4
Molecular formula: C6H24O9
Method: DFT, wB97M-V/def2-TZVPD

Calculated values
Frontier orbital gap (hartree): 0.3890
Energy relative to the best compared isomer or geometry (same formula, charge and spin) (kJ/mol): 277.8
Net charge: 0
LUMO (hartree): 0.00952
Spin multiplicity: 1
Strongest force on any atom (eV Å⁻¹): 3.8
Structure (SMILES): OCCO.OCCO.OCCO.O.O.O
HOMO (eV): -10.326

Atoms and positions in Å:
O 1.418 3.833 3.272
C -0.006 4.055 3.488
C -0.748 4.222 2.075
O -0.934 2.938 1.522
H 1.575 2.997 2.826
H -0.420 3.175 3.980
H -0.040 4.952 4.107
H -0.171 4.886 1.432
H -1.727 4.673 2.232
H -0.223 2.376 1.838
O 3.146 -3.365 1.690
C 1.916 -2.784 1.241
C 1.099 -1.946 2.192
O 1.602 -0.559 2.335
H 3.078 -4.054 2.355
H 2.009 -2.202 0.323
H 1.329 -3.666 0.984
H 1.117 -2.297 3.224
H 0.114 -1.929 1.726
H 2.547 -0.436 2.224
O -4.209 -2.235 -0.601
C -3.548 -0.995 -0.670
C -2.666 -0.664 -1.874
O -1.657 -1.793 -2.007
H -5.121 -2.178 -0.894
H -4.407 -0.346 -0.838
H -3.263 -0.643 0.321
H -2.169 0.301 -1.782
H -3.198 -0.640 -2.826
H -2.001 -2.671 -2.187
O 4.163 -2.365 -3.172
H 4.560 -2.719 -2.376
H 3.852 -1.496 -2.919
O -0.503 0.695 -5.494
H -0.821 -0.140 -5.836
H 0.265 0.463 -4.971
O 1.666 0.824 -2.536
H 1.055 0.128 -2.295
H 1.319 1.607 -2.110